Below is a cluster of 14 separate species, C54H124F36N10O3P6 in total, with properties calculated with ωB97M-V/def2-TZVPD.

Cartesian coordinates (Å):
C1 -31.846 -2.644 0.370
C2 -30.816 -2.527 -0.796
C3 -29.603 -3.466 -0.599
N1 -28.602 -3.520 -1.756
C4 -27.585 -4.650 -1.301
C5 -26.322 -4.624 -2.161
C6 -25.644 -3.230 -2.388
C7 -26.706 -2.155 -2.876
C8 -27.866 -2.126 -1.925
C9 -29.217 -4.035 -3.023
H1 -32.829 -2.468 -0.065
H2 -31.751 -1.855 1.115
H3 -31.798 -3.675 0.721
H4 -30.661 -1.450 -0.857
H5 -31.367 -2.836 -1.684
H6 -29.991 -4.467 -0.414
H7 -28.962 -3.168 0.231
H8 -27.110 -4.287 -0.389
H9 -28.083 -5.613 -1.188
H10 -25.577 -5.391 -1.949
H11 -26.697 -4.974 -3.122
H12 -25.193 -2.884 -1.458
H13 -24.889 -3.242 -3.174
H14 -26.159 -1.223 -3.018
H15 -27.031 -2.569 -3.831
H16 -27.498 -1.913 -0.922
H17 -28.703 -1.515 -2.261
H18 -28.516 -4.200 -3.842
H19 -29.757 -3.125 -3.286
H20 -29.898 -4.875 -2.892
C10 -19.201 16.774 -6.368
C11 -18.105 15.874 -5.832
C12 -18.498 15.334 -4.415
N2 -17.419 14.572 -3.568
C13 -16.529 15.615 -2.871
C14 -15.692 15.072 -1.766
C15 -16.523 14.307 -0.730
C16 -17.408 13.232 -1.411
C17 -18.310 13.868 -2.527
C18 -16.508 13.680 -4.389
H21 -20.196 16.339 -6.469
H22 -19.055 17.226 -7.349
H23 -19.326 17.578 -5.642
H24 -17.195 16.468 -5.750
H25 -17.941 15.057 -6.534
H26 -19.320 14.638 -4.581
H27 -18.846 16.110 -3.733
H28 -17.073 16.523 -2.615
H29 -15.846 16.039 -3.607
H30 -15.227 15.914 -1.254
H31 -14.774 14.547 -2.029
H32 -17.243 14.986 -0.274
H33 -15.845 13.954 0.047
H34 -18.028 12.726 -0.671
H35 -16.833 12.369 -1.746
H36 -18.884 14.616 -1.981
H37 -19.060 13.297 -3.074
H38 -15.786 13.142 -3.775
H39 -15.961 14.306 -5.094
H40 -17.168 13.014 -4.944
C19 -20.802 15.355 7.116
C20 -20.758 16.851 7.512
C21 -19.374 17.504 7.093
N3 -19.042 18.970 7.517
C22 -17.619 19.371 6.992
C23 -17.295 20.884 6.843
C24 -18.434 21.607 6.319
C25 -19.671 21.342 7.127
C26 -20.133 19.892 6.847
C27 -18.992 19.098 9.042
H41 -20.914 15.316 6.033
H42 -21.714 14.922 7.527
H43 -19.897 14.807 7.377
H44 -20.820 17.115 8.567
H45 -21.469 17.457 6.950
H46 -19.425 17.555 6.005
H47 -18.524 16.875 7.359
H48 -17.614 19.032 5.955
H49 -16.841 18.778 7.472
H50 -16.462 21.056 6.162
H51 -17.020 21.397 7.765
H52 -18.526 21.381 5.256
H53 -18.267 22.663 6.109
H54 -20.498 21.959 6.778
H55 -19.450 21.512 8.180
H56 -20.224 19.776 5.767
H57 -21.079 19.753 7.371
H58 -18.504 18.177 9.361
H59 -19.962 19.032 9.535
H60 -18.398 19.967 9.322
C28 -8.503 0.699 -2.917
N4 -9.628 -0.346 -3.120
C29 -9.160 -1.625 -2.461
C30 -10.897 0.183 -2.346
C31 -9.946 -0.375 -4.649
C32 -8.943 -1.158 -5.568
O1 -7.579 -0.670 -5.536
H61 -7.651 0.494 -3.565
H62 -8.067 0.638 -1.920
H63 -8.794 1.748 -2.967
H64 -10.083 -2.189 -2.333
H65 -8.790 -1.380 -1.466
H66 -8.359 -2.139 -2.994
H67 -11.635 -0.608 -2.480
H68 -11.212 1.115 -2.817
H69 -10.625 0.366 -1.307
H70 -9.995 0.683 -4.904
H71 -10.972 -0.727 -4.757
H72 -9.348 -1.274 -6.574
H73 -8.916 -2.206 -5.268
H74 -7.242 -0.626 -6.435
C33 -20.153 -1.186 -12.397
N5 -20.233 -2.271 -11.265
C34 -21.040 -3.486 -11.744
C35 -18.803 -2.718 -10.971
C36 -20.919 -1.830 -9.978
C37 -20.117 -0.696 -9.228
O2 -20.361 0.583 -9.862
H75 -19.828 -1.661 -13.323
H76 -19.410 -0.434 -12.131
H77 -21.116 -0.699 -12.543
H78 -22.094 -3.209 -11.761
H79 -20.865 -4.291 -11.030
H80 -20.664 -3.754 -12.732
H81 -18.741 -3.277 -10.037
H82 -18.282 -1.782 -10.771
H83 -18.271 -3.048 -11.864
H84 -20.924 -2.740 -9.378
H85 -21.918 -1.491 -10.254
H86 -19.081 -0.963 -9.020
H87 -20.601 -0.467 -8.278
H88 -19.862 1.315 -9.491
C38 -31.529 12.822 3.116
N6 -31.383 12.009 4.415
C39 -31.154 10.482 4.218
C40 -30.248 12.548 5.296
C41 -32.682 12.244 5.243
C42 -33.925 11.649 4.642
O3 -34.369 12.445 3.637
H89 -31.854 13.839 3.334
H90 -32.135 12.107 2.560
H91 -30.506 12.810 2.740
H92 -31.952 9.987 3.663
H93 -30.909 10.002 5.165
H94 -30.204 10.488 3.683
H95 -30.088 12.048 6.251
H96 -30.370 13.622 5.430
H97 -29.421 12.431 4.595
H98 -32.706 13.298 5.519
H99 -32.456 11.608 6.098
H100 -34.841 11.515 5.216
H101 -33.717 10.674 4.201
H102 -34.940 11.822 3.181
C43 -19.433 1.952 0.013
C44 -19.666 3.299 -0.595
N7 -20.250 4.319 0.273
C45 -19.679 4.653 1.515
C46 -20.318 5.746 2.009
N8 -21.343 6.013 1.155
C47 -21.212 5.292 0.035
C48 -22.325 6.998 1.283
H103 -20.337 1.792 0.600
H104 -18.472 1.837 0.514
H105 -19.484 1.208 -0.782
H106 -20.408 3.052 -1.354
H107 -18.830 3.682 -1.180
H108 -18.764 4.245 1.919
H109 -20.252 6.286 2.942
H110 -21.829 5.306 -0.851
H111 -22.322 7.235 2.347
H112 -23.306 6.748 0.878
H113 -21.950 7.921 0.843
C49 -24.358 0.436 5.058
C50 -25.142 -0.481 5.909
N9 -26.534 -0.128 6.180
C51 -27.578 -1.009 6.666
C52 -28.800 -0.274 6.664
N10 -28.453 1.021 6.223
C53 -27.109 1.107 5.904
C54 -29.217 2.192 6.059
H114 -23.478 -0.182 4.883
H115 -24.213 1.414 5.517
H116 -24.867 0.484 4.095
H117 -24.738 -0.669 6.904
H118 -25.212 -1.447 5.410
H119 -27.236 -2.005 6.906
H120 -29.825 -0.393 6.984
H121 -26.550 1.905 5.437
H122 -29.290 2.433 4.999
H123 -28.750 3.064 6.517
H124 -30.203 2.090 6.513
P1 -14.309 -1.290 4.673
F1 -14.298 -0.556 6.166
F2 -13.729 -2.540 5.474
F3 -15.861 -1.845 4.951
F4 -14.348 -1.928 3.188
F5 -14.860 0.135 4.159
F6 -12.781 -0.850 4.376
P2 -24.159 7.081 8.461
F7 -24.912 8.300 7.726
F8 -25.502 6.437 9.067
F9 -24.333 6.232 7.116
F10 -23.155 5.943 8.977
F11 -22.808 7.633 7.857
F12 -24.059 7.930 9.789
P3 -28.453 4.363 0.175
F13 -26.979 3.708 -0.184
F14 -29.020 3.768 -1.160
F15 -28.838 2.976 0.917
F16 -29.829 4.852 0.622
F17 -27.784 4.895 1.542
F18 -27.992 5.754 -0.524
P4 -23.763 16.875 1.127
F19 -25.349 16.528 0.879
F20 -23.386 16.202 -0.371
F21 -23.990 18.296 0.400
F22 -22.180 17.288 1.378
F23 -24.191 17.653 2.481
F24 -23.483 15.431 1.863
P5 -20.779 7.476 -6.801
F25 -19.633 7.959 -7.799
F26 -20.045 6.032 -6.487
F27 -20.012 8.021 -5.451
F28 -22.032 7.040 -5.916
F29 -21.637 8.871 -7.001
F30 -21.514 6.888 -8.145
P6 -16.973 -6.077 -5.136
F31 -17.526 -5.548 -3.725
F32 -16.688 -4.529 -5.574
F33 -15.499 -6.016 -4.549
F34 -16.238 -6.508 -6.557
F35 -16.976 -7.691 -4.696
F36 -18.495 -6.130 -5.844

Orbital gap = 7.935 eV
LUMO energy = -2.967 eV
Total energy = -8548.6964 hartree
Charge = +2
Highest occupied orbital energy = -0.401 hartree